DFT (ωB97M-V with the def2-TZVPD basis set) results for a molecular structure, C42H37F2N9O4RuS.

Calculated total energy (a.u.): -3109.38833
Relative energy (zero: lowest compared OMol25 entry of this formula, charge and spin) (kJ/mol): 161.0
Charge: -1
2S+1: 2
Gap between HOMO and LUMO (alpha / beta) (eV): 5.210 / 5.086

Each line ends with the Mulliken spin population.
Cartesian coordinates (Å):
Ru  0.72  0.67  -0.58  0.26
C  1.08  -1.83  2.90  -0.03
C  1.21  -1.39  1.60  -0.01
N  0.40  -0.48  1.09  -0.03
C  -0.56  0.07  1.92  0.00
C  -0.65  -0.40  3.24  0.00
N  0.13  -1.33  3.72  -0.01
C  -1.33  1.14  1.35  -0.03
C  -2.34  1.86  1.99  0.02
C  -2.96  2.95  1.35  -0.04
C  -2.44  3.34  0.11  0.04
C  -1.38  2.62  -0.48  -0.08
N  -0.93  1.48  0.10  -0.07
C  -0.65  2.99  -1.64  0.05
C  -0.91  4.08  -2.48  -0.02
N  -0.20  4.38  -3.54  0.00
C  0.84  3.56  -3.82  -0.02
C  1.16  2.49  -3.03  0.04
N  0.44  2.17  -1.95  -0.06
C  -4.05  3.68  1.97  0.01
C  -4.66  3.23  3.16  -0.01
C  -5.68  3.97  3.73  0.00
N  -6.16  5.10  3.23  -0.01
C  -5.61  5.52  2.10  0.00
C  -4.58  4.87  1.45  -0.01
H  1.73  -2.58  3.32  0.00
H  1.98  -1.81  0.95  0.00
H  -1.37  0.02  3.93  0.00
H  -2.63  1.56  2.98  0.01
H  -2.83  4.18  -0.43  0.01
H  -1.74  4.74  -2.27  0.00
H  1.42  3.81  -4.70  0.00
H  2.00  1.84  -3.26  0.00
H  -4.35  2.32  3.64  0.00
H  -6.15  3.64  4.65  0.00
H  -6.03  6.43  1.70  0.00
H  -4.18  5.31  0.55  0.00
C  -0.18  -0.59  -5.05  0.00
C  -1.55  -0.53  -4.37  0.00
C  -1.75  0.80  -3.66  0.00
C  -1.81  -1.66  -3.40  0.00
C  -2.94  -2.43  -3.65  0.00
C  -3.33  -3.46  -2.82  0.00
C  -2.55  -3.74  -1.71  0.00
C  -1.40  -3.01  -1.44  0.01
C  -0.58  -3.42  -0.24  0.00
C  0.01  -4.82  -0.42  0.00
C  -1.42  -3.34  1.03  0.00
C  -1.03  -1.94  -2.27  0.00
N  0.17  -1.23  -1.98  0.01
C  1.29  -1.78  -2.50  -0.01
C  1.32  -2.90  -3.37  0.00
C  2.48  -3.30  -3.99  0.00
C  3.70  -2.66  -3.74  0.00
C  3.73  -1.61  -2.84  0.00
C  2.56  -1.21  -2.25  -0.01
F  2.60  -0.15  -1.36  -0.02
H  -0.14  0.12  -5.87  0.00
H  0.01  -1.59  -5.44  0.00
H  0.62  -0.34  -4.36  0.00
H  -2.29  -0.61  -5.18  0.00
H  -1.18  0.79  -2.74  -0.02
H  -2.80  0.95  -3.41  0.00
H  -1.42  1.63  -4.29  0.00
H  -3.53  -2.23  -4.54  0.00
H  -4.22  -4.04  -3.02  0.00
H  -2.83  -4.55  -1.06  0.00
H  0.26  -2.73  -0.14  0.00
H  -0.77  -5.56  -0.58  0.00
H  0.58  -5.11  0.47  0.00
H  0.69  -4.84  -1.27  0.00
H  -2.19  -4.11  1.05  0.00
H  -1.91  -2.37  1.10  0.00
H  -0.79  -3.46  1.91  0.00
H  0.40  -3.42  -3.57  0.00
H  2.45  -4.12  -4.69  0.00
H  4.60  -2.98  -4.24  0.00
H  4.64  -1.11  -2.59  0.00
F  3.75  3.38  5.34  0.00
C  3.84  2.04  5.34  0.00
C  4.10  1.38  4.18  0.01
N  4.24  0.04  4.13  0.00
C  4.68  -0.62  2.93  0.02
C  4.17  0.05  1.58  -0.01
O  4.97  0.10  0.67  0.01
O  2.98  0.43  1.66  0.06
C  4.04  -0.74  5.26  0.00
O  4.13  -1.95  5.26  0.00
N  3.76  -0.04  6.41  0.00
C  3.70  1.34  6.60  0.00
O  3.55  1.81  7.70  0.00
H  4.19  1.92  3.25  0.00
H  4.32  -1.65  2.97  0.00
H  5.78  -0.63  2.88  0.00
H  3.64  -0.61  7.24  0.00
S  1.95  2.23  0.53  0.97